Density functional theory data (the ωB97M-V functional and the def2-TZVPD basis) for a cluster of 13 separate species, C63H132O39 in total at a distorted geometry.

Calculated values
HOMO-LUMO gap	8.976	eV
HOMO	-8.98	eV
strongest force on any atom	0.07097	hartree/bohr
total energy	-147306.94793	eV
LUMO	0.00	eV

Atoms and positions in Å:
H -18.88758 11.41131 20.73232
H -25.10857 12.32032 21.12776
C -28.28888 15.04449 20.99426
H -20.01354 21.84934 22.49435
H -26.45857 17.95637 20.87868
H -18.06432 8.86717 17.09323
C -23.35744 18.14675 23.50904
O -24.90795 9.39086 23.50944
C -19.97299 15.97558 20.42227
H -25.42055 6.53711 15.00865
C -19.42024 10.76347 20.00892
C -23.20987 6.20619 13.70037
H -26.56389 13.17488 23.75975
H -24.10644 18.85915 23.88668
C -18.37162 10.19955 15.33610
H -24.10275 14.50925 20.95929
O -18.76728 10.78109 24.33447
H -22.33033 21.04320 19.53800
C -18.14759 8.91385 20.58111
C -27.37240 7.45054 13.86052
C -27.25849 13.94454 21.44654
H -20.21010 10.20756 20.53787
H -19.40392 8.79892 23.93332
H -27.07883 10.09337 24.93256
H -26.49078 19.73299 20.55040
H -30.77877 11.79740 17.97935
H -24.72443 14.33895 15.41123
O -19.97365 7.30204 20.38525
H -27.85995 8.79897 17.20426
H -23.88756 4.99152 22.21244
H -24.00504 10.41260 16.95485
O -27.34345 6.24921 13.24009
H -24.86043 16.89622 22.43099
H -19.04978 13.36423 24.83336
H -22.59366 4.13467 13.78623
H -24.61988 20.51443 19.15654
C -19.00370 9.44990 24.70253
C -21.04834 6.69218 21.12498
C -24.09203 7.95550 17.25209
C -15.96969 12.01394 19.78567
H -21.22699 20.60312 18.26199
H -22.44830 9.77066 17.19647
O -24.33179 6.99396 22.37892
C -28.05334 9.01307 20.21616
H -21.03265 4.13612 16.42855
H -16.56521 14.04992 21.40465
H -15.26764 13.11017 22.08348
H -26.53205 8.10835 13.70160
O -25.97017 10.57000 15.20294
C -26.79759 10.51297 25.94352
H -19.15625 16.86276 11.82096
H -27.29963 5.04004 14.89092
H -20.92789 16.22877 20.00721
H -21.18728 14.22246 14.06843
C -25.97470 11.71464 15.51504
C -25.21055 7.90055 21.68793
H -22.08546 15.61522 18.17676
H -19.89201 16.18571 21.52072
H -21.57595 5.35069 22.66651
H -23.70428 11.51677 25.68322
C -30.97306 14.34780 18.64408
H -16.16684 12.93835 19.27012
H -16.75980 13.86257 23.80307
O -24.40443 11.77391 19.21334
H -22.47549 18.78620 23.22723
C -18.22468 16.03108 18.86322
C -24.57836 10.85600 25.42786
C -17.10931 13.02137 23.18880
C -23.15870 11.10074 18.79249
H -27.46465 7.40933 14.96508
H -17.80827 9.54297 21.41251
O -20.20271 16.58915 14.23151
O -18.53090 13.22567 22.85127
O -20.03749 9.08572 16.60536
C -24.48983 10.65699 23.91705
O -22.87305 4.73912 15.66420
H -31.92926 14.84686 18.38185
H -20.34090 11.91113 16.76750
H -26.86958 13.41339 20.54776
H -22.64639 10.71585 19.64160
H -21.60183 7.45508 21.71595
O -26.31125 14.63982 22.29334
C -25.95497 14.04977 23.56715
H -18.56649 17.65630 14.79192
O -24.91543 18.56682 19.71618
C -19.77080 15.51280 15.06469
C -24.85814 9.29671 22.10716
H -19.74722 3.06312 22.70354
O -19.83881 13.06189 15.14659
H -27.85945 15.85079 20.42657
H -23.22839 7.59864 16.66135
H -20.31518 13.91144 19.81155
O -22.92182 16.07119 22.68799
C -24.54622 19.46453 18.73511
C -19.97942 11.45284 24.06010
H -28.25899 7.99618 13.55838
O -23.00544 14.24321 19.26505
H -26.82617 14.45976 15.07378
H -27.00640 18.56803 19.31087
O -29.22147 14.42675 20.14639
H -26.99178 11.19331 18.17773
H -23.84187 9.49217 21.75011
O -27.82386 10.30402 19.92610
H -23.40837 10.82150 23.60333
O -25.71937 11.45333 25.95520
O -30.37252 13.83354 17.53498
C -30.71729 12.52786 17.16091
H -23.32912 12.21027 20.95893
C -19.53017 12.96584 23.93037
H -20.25002 2.31066 21.15079
O -21.73712 15.42406 24.59156
H -18.76452 22.86264 21.60915
C -20.73956 12.72886 16.16278
H -19.84529 11.25790 19.12928
H -20.36156 15.59030 16.00668
C -18.71617 9.70564 16.70899
H -19.77637 18.52783 13.75031
O -20.62438 4.31658 21.17136
O -27.07980 12.50903 15.56867
C -25.35231 5.55562 14.51284
C -30.16470 15.25427 19.47211
C -19.30044 17.58036 13.90490
H -29.52253 15.94962 18.93247
C -22.09575 3.80847 16.41627
H -22.77076 6.49544 12.73497
H -18.62473 7.46320 22.00368
H -25.06043 11.45038 23.36672
C -24.27214 12.51881 20.39085
H -25.99703 14.88538 24.22121
H -25.47545 5.42751 21.61645
C -22.36004 5.02992 14.35962
H -16.31157 11.18224 19.26475
C -27.66951 10.43077 18.46436
H -21.74443 6.31596 20.37580
H -31.27862 13.58011 19.41279
H -19.76532 5.59847 22.59599
H -19.79389 19.45365 20.10504
H -25.11586 5.41270 23.40273
C -16.32965 13.09967 21.87156
H -19.60452 14.09594 13.43928
O -19.39060 9.70439 14.45379
H -17.41392 9.80448 15.05154
H -25.53422 9.93399 21.52584
H -18.09637 8.97376 25.03504
O -17.45023 16.43381 18.07259
H -18.70142 10.42768 17.52786
H -23.31276 7.10489 14.32988
O -18.61156 9.75433 19.52014
H -18.71277 15.62104 15.24734
H -23.02758 16.26381 19.51887
C -23.33859 10.06707 17.73272
C -27.29445 9.07927 18.07362
O -23.04840 17.28428 24.58939
H -20.65006 11.29198 24.91187
C -19.47852 14.61484 20.08866
H -20.50663 23.20514 21.40030
H -27.33856 14.23449 16.73958
H -23.25298 17.96336 17.97019
C -23.19520 19.01223 18.20310
C -20.42907 20.32911 20.39544
H -18.43718 11.28265 15.29544
H -20.89325 20.09334 21.37499
O -19.74742 21.52954 20.36859
C -24.17616 13.95036 20.00842
C -25.21335 13.77283 16.19236
O -24.45601 5.63939 13.38240
H -25.29839 19.37826 17.90361
O -18.54581 14.76137 19.02269
H -16.96349 12.09308 23.73284
H -22.58750 11.93312 18.33434
H -16.49369 17.67872 14.00521
H -15.50960 17.50450 12.60428
C -19.76663 22.40656 21.50947
O -16.63975 12.02022 21.02886
H -26.57734 9.65563 26.60194
O -24.88131 12.37449 16.00479
H -17.99611 18.18347 12.06703
H -24.71777 7.05393 17.57767
H -20.36841 13.57661 23.65502
H -28.78652 15.46146 21.85350
H -24.83835 14.18641 17.13793
C -23.02293 15.53197 18.68988
H -23.86591 15.76969 18.03974
H -26.72986 4.38115 13.34174
H -18.90158 14.22557 20.93821
H -15.66424 16.17913 13.85904
H -27.81882 13.21293 22.06453
C -21.55240 20.31825 19.29452
H -29.93860 12.11287 16.48704
O -22.17768 19.07366 19.19350
O -28.48936 8.66051 21.30280
C -26.69737 5.23571 14.01275
C -26.28877 18.73413 20.15632
H -26.19246 7.64740 22.01737
H -22.85684 19.56880 17.33308
C -24.72999 5.66879 22.39266
H -24.90686 13.71771 23.46304
H -25.18043 7.80915 20.63187
H -20.40194 11.12848 23.06518
C -19.16194 8.09642 21.30552
H -17.31189 8.32625 20.19475
H -21.32494 5.20505 14.45412
C -18.45570 17.29394 12.55394
C -20.15048 14.19997 14.38334
H -19.72268 9.48843 25.49921
H -24.37340 9.91766 25.91629
H -22.08313 2.73901 16.14666
C -22.45722 16.12683 23.98172
H -21.00118 13.59157 16.71986
O -23.84056 8.82907 18.27821
H -21.71933 12.37861 15.78350
H -14.89096 11.96535 19.90942
H -23.54254 17.56504 21.39342
O -21.44182 8.87971 14.83533
H -30.81790 15.74140 20.24626
O -27.78199 8.21367 19.14132
H -22.40239 3.86016 17.46895
C -20.50643 3.10152 21.88451
H -24.78685 8.42615 16.47526
H -31.67701 12.47383 16.69645
H -25.10618 14.26478 19.53133
C -26.69077 13.89002 15.96701
C -23.76735 17.18753 22.40004
H -27.71001 11.03892 26.31448
H -24.96557 4.73296 15.12760
O -17.42266 16.33370 12.68403
H -28.68921 10.69680 18.19498
C -20.69617 5.46056 21.98104
H -26.24853 8.96527 17.96725
O -18.93685 16.82231 19.76205
C -16.17595 16.94869 13.25387
C -20.40732 9.20214 15.32658
H -21.47754 2.75910 22.33028
H -19.78516 8.80355 21.86702

---

Density functional theory data (the ωB97M-V functional and the def2-TZVPD basis) for a structure of composition C4H12Cl2N2Si at a distorted geometry.

Calculated values
HOMO-LUMO gap	9.976	eV
HOMO	-9.24	eV
strongest force on any atom	0.06605	hartree/bohr
energy above the lowest of the compared OMol25 structures with the same formula, charge and spin	0.0	kJ/mol
total energy	-40248.27079	eV
LUMO	0.74	eV

Atoms and positions in Å:
C 1.05313 0.36883 1.42333
H 2.68246 0.17032 -0.91949
Si 0.22958 0.02232 -1.01292
H 1.36733 1.35057 1.08638
H 1.67177 0.07605 2.26290
H -1.72308 2.02449 -0.87159
H -1.67952 -0.89417 1.09724
H -1.76963 1.31472 0.76193
C -1.86259 -1.21325 0.06570
C -2.10991 1.21094 -0.25545
Cl 0.78561 -0.94073 -2.84259
H 0.00082 0.40626 1.76151
H 3.27541 -0.63114 0.55915
N 1.18077 -0.61042 0.38001
C 2.49247 -0.67275 -0.21329
N -1.61314 -0.07640 -0.81727
Cl 0.72852 2.05825 -1.23409
H -2.93757 -1.48650 -0.02499
H -3.19589 1.21692 -0.26169
H 2.62572 -1.64770 -0.73940
H -1.20226 -2.04661 -0.20539

---

Density functional theory data (the ωB97M-V functional and the def2-TZVPD basis) for a cluster of 2 separate species, C3H7NO in total.

Calculated values
HOMO-LUMO gap (spin up / spin down)	7.056 / 7.045	eV
HOMO (spin up / spin down)	-7.45 / -7.45	eV
strongest force on any atom	0.00644	hartree/bohr
energy above the lowest of the compared OMol25 structures with the same formula, charge and spin	480.3	kJ/mol
total energy	-6757.77272	eV
LUMO (spin up / spin down)	-0.40 / -0.40	eV

Atoms and positions in Å:
O -1.76558 0.26211 1.19741
H 1.04680 -1.73717 -0.86954
H 0.41076 1.95575 1.12244
C 1.02180 -1.00976 -0.06401
H -0.92318 -0.10121 -1.70180
H 1.91786 -0.40850 0.00057
C 0.23284 1.26339 0.30576
C -0.90175 0.44744 0.35472
H 0.68363 -1.40436 0.88817
H -1.58322 -1.23140 -0.65692
N -0.86121 -0.52541 -0.77948
H 0.67237 1.50755 -0.65693